Density functional theory data (wB97M-V/def2-TZVPD) for one molecule with the formula C3H7NO2S at a distorted geometry.

As for the energy above the lowest of the compared OMol25 structures with the same formula, charge and spin: 41.7 kcal per mole. The calculation puts the LUMO energy at 0.69 eV. The molar mass comes out at 121.16 g/mol. The value obtained for the HOMO energy is -8.882 eV.

Geometry as XYZ:
```
14
Properties=species:S:1:pos:R:3:forces:R:3:lowdin_charge:R:1
C -2.384 -0.337 0.201 -0.2 4.1 0.1 -0.07
N -1.006 -0.440 -0.199 1.2 2.5 1.0 0.00
C 0.011 0.436 0.062 2.3 -0.7 -1.7 -0.48
O -0.009 1.412 0.729 -0.7 1.8 1.3 0.07
C 1.583 0.136 -0.657 -2.9 0.0 0.7 -0.59
O 2.409 1.259 -0.626 -0.6 -1.2 0.0 -0.05
S 2.074 -1.402 0.267 0.6 0.0 -0.8 0.73
H -2.937 -0.004 -0.663 -0.6 -0.8 -0.6 0.07
H -2.762 -1.170 0.690 -0.6 -1.6 0.6 0.06
H -2.644 0.601 0.842 1.4 -1.7 -0.5 0.13
H -0.611 -1.248 -0.524 0.2 -2.7 -1.1 0.07
H 1.385 -0.111 -1.716 0.4 -0.2 0.6 0.10
H 2.327 1.691 0.230 -0.3 0.1 0.3 0.09
H 2.563 -0.823 1.364 -0.2 0.3 0.1 -0.14
```
Forces are in eV/Å.



Density functional theory data (wB97M-V/def2-TZVPD) for one molecule with the formula C3H7NO2S at a distorted geometry.

As for the energy above the lowest of the compared OMol25 structures with the same formula, charge and spin: 109.3 kcal per mole. The calculation puts the LUMO energy at 0.21 eV. The molar mass comes out at 121.16 g/mol. The value obtained for the HOMO energy is -9.400 eV.

Geometry as XYZ:
```
14
Properties=species:S:1:pos:R:3:forces:R:3:lowdin_charge:R:1
C 1.386 1.694 -0.050 4.0 0.7 1.1 -0.45
S 0.901 0.274 -1.061 0.1 0.2 1.2 0.87
C -0.212 -0.477 0.237 2.2 -1.8 -0.7 -0.51
C -0.531 -1.924 -0.153 -0.5 -0.1 -2.2 -0.11
N -1.364 0.395 0.031 -0.7 0.2 0.6 -0.49
O -1.335 1.442 0.628 -0.5 0.8 0.7 0.05
O -2.195 0.076 -0.787 -0.2 -0.2 0.0 0.07
H 2.161 2.391 -0.647 -1.6 -1.9 1.2 0.08
H 1.938 1.279 0.946 -1.1 1.0 -2.4 0.09
H 0.652 2.392 0.317 -0.7 -0.2 -0.3 0.00
H 0.363 -0.499 1.256 -1.7 0.9 -1.7 0.16
H -0.219 -2.260 -1.215 -0.8 1.0 1.5 0.11
H 0.021 -2.550 0.457 1.4 -1.2 1.4 0.04
H -1.566 -2.234 0.041 0.1 0.5 -0.3 0.09
```
Forces are in eV/Å.



Density functional theory data (wB97M-V/def2-TZVPD) for an isolated ion of composition C3H7NO2S and charge +1 at a distorted geometry.

As for the energy above the lowest of the compared OMol25 structures with the same formula, charge and spin: 22.3 kcal per mole. The calculation puts the LUMO energy (alpha / beta) at -3.95 / -9.66 eV. The molar mass comes out at 121.16 g/mol. As for the spin multiplicity: 2. The value obtained for the HOMO energy (alpha / beta) is -15.163 / -14.604 eV. Its charge is +1.

Geometry as XYZ:
```
14
Properties=species:S:1:pos:R:3:forces:R:3:lowdin_charge:R:1
O -0.630 2.375 0.351 0.7 0.2 0.4 0.19
C -0.520 1.396 -0.306 -1.9 -0.7 -0.8 -0.48
O -1.357 1.097 -1.341 0.7 0.8 -0.2 0.10
C 0.406 0.203 -0.081 1.7 1.5 0.1 -0.34
C -0.392 -1.072 0.129 -0.8 -1.8 1.4 -0.41
S 0.707 -2.527 0.209 -1.3 0.8 0.2 1.09
N 1.281 0.559 1.043 -1.7 -1.3 -0.1 0.15
H -1.733 1.946 -1.665 -0.1 -0.6 0.3 0.16
H 0.912 0.041 -1.044 0.4 0.4 0.4 0.16
H -0.975 -1.052 1.056 0.5 -0.1 0.3 0.11
H -1.206 -1.178 -0.600 0.6 -0.1 -0.6 0.12
H 1.148 -2.422 -1.036 0.2 0.0 -0.6 -0.06
H 1.690 -0.253 1.489 0.6 -0.1 -0.4 0.09
H 0.669 0.887 1.795 0.3 0.9 -0.2 0.12
```
Forces are in eV/Å.



Density functional theory data (wB97M-V/def2-TZVPD) for a 2-piece molecular cluster, C3H7NO2S2 overall at a distorted geometry.

As for the energy above the lowest of the compared OMol25 structures with the same formula, charge and spin: 119.9 kcal per mole. The calculation puts the LUMO energy at 0.55 eV. The molar mass comes out at 153.23 g/mol. The value obtained for the HOMO energy is -9.418 eV.

Geometry as XYZ:
```
15
Properties=species:S:1:pos:R:3:forces:R:3:lowdin_charge:R:1
C -1.716 0.110 1.279 2.4 2.0 -0.3 -0.17
C -1.691 -1.004 0.349 -0.1 -0.4 -0.5 -0.17
C -0.946 -1.227 1.365 -1.0 -0.4 1.1 -0.05
N 1.759 -0.013 -0.270 -0.3 -0.2 -0.5 -0.66
O 0.383 -0.938 -2.204 0.5 -3.0 -2.2 -0.40
O 0.808 1.498 -2.136 -0.6 0.2 0.7 -0.32
S 2.087 1.388 0.616 -1.4 -0.2 2.0 0.69
S 0.410 0.131 -1.301 -0.1 3.8 2.0 0.77
H -1.039 0.978 0.984 -0.9 -0.8 0.4 0.05
H -2.569 0.510 1.812 -0.3 -0.8 0.4 0.07
H -2.056 -1.387 -0.555 -0.6 -0.4 -1.0 0.09
H 1.194 1.047 1.696 1.4 0.6 -1.3 -0.09
H -0.532 -2.056 1.930 0.3 0.6 0.0 0.10
H 2.596 -0.442 -0.620 0.2 -0.4 -0.4 0.04
H 1.311 1.404 -2.942 0.4 -0.6 -0.5 0.06
```
Forces are in eV/Å.



Density functional theory data (wB97M-V/def2-TZVPD) for a 2-piece molecular cluster, C3H7NO2Se overall at a distorted geometry.

As for the energy above the lowest of the compared OMol25 structures with the same formula, charge and spin: 33.6 kcal per mole. The calculation puts the LUMO energy at 0.50 eV. The molar mass comes out at 168.05 g/mol. The value obtained for the HOMO energy is -7.304 eV.

Geometry as XYZ:
```
14
Properties=species:S:1:pos:R:3:forces:R:3:lowdin_charge:R:1
H 2.675 -0.164 -1.021 2.0 0.2 -1.0 0.05
N 1.716 -0.125 -0.862 -1.2 0.0 0.6 0.05
C 0.984 0.493 -1.645 -2.1 0.5 1.1 -0.11
C -0.557 0.597 -1.336 2.3 -0.5 -1.1 -0.55
O -1.212 -0.357 -1.112 -1.3 -1.1 0.7 0.11
O -1.003 1.821 -1.544 -2.2 1.6 0.5 0.09
H 1.242 1.054 -2.488 0.8 0.8 -1.6 0.10
H -2.003 1.911 -1.339 2.3 -0.6 -0.5 0.18
C -0.814 -0.814 2.038 0.8 1.6 0.3 -0.47
Se 0.733 -1.659 1.227 -3.4 -3.7 -0.1 0.79
H -0.675 -0.660 3.105 -0.1 -0.3 0.0 0.01
H -1.592 -1.470 1.815 -1.3 -1.3 0.0 -0.02
H -1.152 0.144 1.605 0.7 -0.3 -0.1 0.02
H 1.660 -0.771 1.557 2.8 3.0 1.1 -0.25
```
Forces are in eV/Å.



Density functional theory data (wB97M-V/def2-TZVPD) for C3H7NO3 as an isolated structure at a distorted geometry.

As for the energy above the lowest of the compared OMol25 structures with the same formula, charge and spin: 128.7 kcal per mole. The calculation puts the LUMO energy at 0.18 eV. The molar mass comes out at 105.09 g/mol. The value obtained for the HOMO energy is -8.851 eV.

Geometry as XYZ:
```
14
Properties=species:S:1:pos:R:3:forces:R:3:lowdin_charge:R:1
C 0.881 1.189 -0.303 -0.7 -1.3 2.7 0.00
C 0.130 -1.245 0.412 0.1 1.7 -3.3 -0.16
C -0.423 0.462 -0.333 0.6 -3.7 -0.4 -0.50
N -1.407 0.664 0.624 -0.8 1.5 1.8 -0.02
O -2.604 0.773 0.360 1.6 -0.8 -1.0 -0.01
O 0.570 -1.284 1.649 -1.1 0.0 2.7 0.02
O -0.755 0.190 -1.652 0.0 0.3 0.3 0.03
H 1.637 0.481 -0.540 0.8 -0.2 -0.7 0.08
H 1.084 1.545 0.694 0.0 0.1 0.5 0.10
H 0.843 2.005 -0.908 0.1 2.2 -2.0 0.06
H 0.883 -1.432 -0.342 0.5 0.2 -0.3 0.10
H -0.642 -1.934 0.152 -1.2 -0.2 0.5 0.10
H 1.488 -1.375 1.866 0.7 0.1 -0.7 0.11
H -1.686 -0.039 -1.678 -0.5 -0.1 0.0 0.09
```
Forces are in eV/Å.



Density functional theory data (wB97M-V/def2-TZVPD) for a 2-piece molecular cluster, C3H7NO3S overall at a distorted geometry.

As for the energy above the lowest of the compared OMol25 structures with the same formula, charge and spin: 0.0 kcal per mole. The calculation puts the LUMO energy (alpha / beta) at 3.03 / 0.92 eV. The molar mass comes out at 137.16 g/mol. As for the spin multiplicity: 2. The value obtained for the HOMO energy (alpha / beta) is -5.010 / -4.996 eV. Its charge is -1.

Geometry as XYZ:
```
15
Properties=species:S:1:pos:R:3:forces:R:3:lowdin_charge:R:1
O -1.885 -1.100 0.633 0.0 0.1 0.7 -0.07
C -0.924 -1.172 -0.174 -0.7 1.0 1.5 -0.74
O -0.902 -1.816 -1.194 0.8 -1.5 -2.4 0.00
C 0.252 -0.215 0.089 1.5 1.1 0.2 -0.38
C 0.176 0.879 -1.029 0.2 -0.7 0.0 -0.60
S 1.502 2.091 -1.138 -0.2 -0.2 0.2 0.59
N 1.621 -0.794 0.111 -0.6 -0.1 0.2 0.01
H 0.093 0.281 1.076 0.2 -0.3 -0.8 0.11
H 0.265 0.317 -2.003 -0.4 0.5 0.7 0.09
H -0.771 1.399 -0.935 -0.3 0.1 -0.5 0.06
H 2.239 0.011 0.198 0.1 -0.3 -0.1 0.00
H 1.861 -1.272 -0.764 -0.4 0.2 0.3 0.07
H -0.493 -0.063 2.975 -0.4 0.1 0.5 0.01
H -1.697 -0.617 2.338 -0.4 0.0 -0.4 -0.02
O -1.437 -0.176 3.178 0.8 0.0 -0.1 -0.12
```
Forces are in eV/Å.



Density functional theory data (wB97M-V/def2-TZVPD) for a 2-piece molecular cluster, C3H7NO3S overall at a distorted geometry.

As for the energy above the lowest of the compared OMol25 structures with the same formula, charge and spin: 0.0 kcal per mole. The calculation puts the LUMO energy at 0.66 eV. The molar mass comes out at 137.16 g/mol. The value obtained for the HOMO energy is -9.082 eV.

Geometry as XYZ:
```
15
Properties=species:S:1:pos:R:3:forces:R:3:lowdin_charge:R:1
C -1.429 1.238 0.260 0.1 -0.1 0.0 0.01
C -0.756 0.150 -0.544 -0.6 0.6 -0.7 -0.62
N -1.357 -1.051 -0.527 -0.2 -0.3 0.0 0.18
O 0.227 0.373 -1.231 0.0 0.1 -0.3 -0.02
H -0.990 1.282 1.255 0.0 0.0 0.1 0.08
H -2.498 1.061 0.344 -0.1 0.0 0.1 0.08
H -1.249 2.193 -0.227 0.0 0.0 0.0 0.09
H -0.886 -1.818 -0.977 0.1 0.0 0.1 0.12
H -2.119 -1.257 0.091 0.0 0.0 0.0 0.11
O 1.262 -1.727 0.255 0.0 -0.2 0.1 -0.03
C 1.354 -0.753 0.953 0.8 -0.4 0.3 -0.64
S 2.407 0.593 0.660 0.1 0.1 0.2 0.96
O 3.002 0.216 -0.799 0.1 0.0 -0.1 -0.42
H 0.788 -0.614 1.888 -0.1 0.0 0.2 0.09
H 2.242 0.112 -1.401 -0.2 0.1 0.0 0.03
```
Forces are in eV/Å.